No. 1
# C26H42BBaN8O4Te

A molecular structure, C26H42BBaN8O4Te (wB97M-V/def2-TZVPD, the OMol25 dataset).

Structure (XYZ):
```
83
Properties=species:S:1:pos:R:3:forces:R:3
Ba -0.5226 -0.3848 -1.2676 0.0 0.0 0.0
Te 3.1715 0.0978 2.1065 0.0 0.1 0.2
O -1.5605 -3.0019 -1.2508 0.0 0.0 0.0
O -2.5266 -1.2553 -3.1206 0.0 0.0 0.0
O 0.6930 -2.4346 -2.8121 0.0 0.0 0.0
O -0.2350 -0.1198 -4.0539 0.0 0.0 0.0
N -1.9523 1.5267 0.1233 0.0 0.1 0.1
N -1.5422 2.0669 1.3054 0.0 0.0 0.0
N -0.0495 0.3032 2.2650 0.0 0.0 0.0
N 0.1790 2.6378 3.0775 -0.1 0.1 0.0
N 0.9912 2.1632 0.8040 -0.1 0.0 0.0
N 1.2202 2.2344 3.8652 0.0 0.0 -0.1
N 1.1498 1.5842 -0.4129 0.1 -0.1 0.0
N 0.3683 -0.7038 1.4488 0.1 -0.1 -0.1
C -4.0618 1.3242 -1.1481 0.0 0.0 0.0
C -0.8244 -4.0358 -1.9073 0.0 0.0 0.0
C -0.5779 -0.2072 3.3845 0.0 0.0 0.0
C -2.6038 2.5710 1.9652 0.0 0.0 0.0
C -0.1292 -3.5472 -3.1600 0.0 0.0 0.0
C 1.9301 3.1213 0.9718 0.0 0.0 0.0
C -0.4934 -1.5855 3.3288 0.0 0.0 0.0
C -3.2812 -2.4431 -2.9075 0.0 0.0 0.0
C 2.7308 3.1523 -0.1449 0.0 0.0 0.0
C 2.1958 2.1717 -0.9915 0.0 0.0 0.0
C 1.5392 3.2706 4.6245 0.0 0.0 0.0
C 4.1418 -1.6843 1.5085 0.0 0.0 0.0
C 0.7207 4.3818 4.3205 0.0 0.0 0.0
C -2.9630 -2.9463 -1.5146 0.0 0.0 0.0
C -1.4911 0.2917 -4.5968 0.0 0.0 0.0
C -2.5439 -0.7924 -4.4670 0.0 0.0 0.0
C 0.4680 -3.1687 1.4910 0.0 0.0 0.0
C 2.6430 1.7837 -2.3644 0.0 0.0 0.0
C 0.4794 -1.0746 -4.8388 0.0 0.0 0.0
C 1.3926 -1.8556 -3.9155 0.0 0.0 0.0
C -3.7256 2.4036 1.1905 0.0 0.0 0.0
C 2.6213 3.1798 5.6481 0.0 0.0 0.0
C 2.7730 -0.6104 4.0480 0.0 0.0 0.0
C -3.2668 1.7409 0.0462 0.0 0.0 0.0
C 0.1120 -1.8503 2.0989 0.0 0.0 0.0
C -0.1088 3.9427 3.3256 0.0 0.0 0.0
B -0.1164 1.8116 1.8407 0.0 0.0 0.0
H -0.8555 -3.2553 -3.9219 0.0 0.0 0.0
H -0.8627 4.4719 2.7672 0.0 0.0 0.0
H 1.8567 1.2455 -2.8984 0.0 0.0 0.0
H -0.4280 -3.7229 1.2083 0.0 0.0 0.0
H -1.4782 -4.8767 -2.1526 0.0 0.0 0.0
H -3.4227 -3.9253 -1.3574 0.0 0.0 0.0
H 3.7251 -0.7130 4.5668 0.0 0.0 0.0
H 1.0791 -0.5642 -5.5976 0.0 0.0 0.0
H -3.0220 -3.1846 -3.6707 0.0 0.0 0.0
H 2.2765 -1.5748 3.9621 0.0 0.0 0.0
H 1.0235 -3.7910 2.1935 0.0 0.0 0.0
H 3.5606 3.8108 -0.3360 0.0 0.0 0.0
H -3.5240 -0.3817 -4.7283 0.0 0.0 0.0
H -1.7855 1.1741 -4.0249 0.0 0.0 0.0
H 2.1313 0.1296 4.5177 0.0 0.0 0.0
H -4.3741 2.1941 -1.7274 0.0 0.0 0.0
H -0.2157 -1.7383 -5.3564 0.0 0.0 0.0
H 3.3579 3.9710 5.5095 0.0 0.0 0.0
H -4.3547 -2.2448 -2.9869 0.0 0.0 0.0
H -0.8159 -2.2912 4.0754 0.0 0.0 0.0
H -1.3876 0.5946 -5.6414 0.0 0.0 0.0
H -2.5029 3.0055 2.9445 0.0 0.0 0.0
H 0.4876 -4.3558 -3.5659 0.0 0.0 0.0
H 3.1282 2.2178 5.5873 0.0 0.0 0.0
H -2.3479 -1.6331 -5.1409 0.0 0.0 0.0
H -3.3718 -2.2628 -0.7672 0.0 0.0 0.0
H 1.0830 -3.0288 0.5988 0.0 0.0 0.0
H 2.2133 3.2861 6.6535 0.0 0.0 0.0
H -0.9625 0.4392 4.1565 0.0 0.0 0.0
H 3.5378 1.1590 -2.3352 0.0 0.0 0.0
H -3.4896 0.6699 -1.8087 0.0 0.0 0.0
H -0.0798 -4.3841 -1.1909 0.0 0.0 0.0
H 5.0182 -1.8203 2.1399 0.0 0.0 0.0
H 2.1368 -1.1894 -3.4761 0.0 0.0 0.0
H 4.4427 -1.6005 0.4680 0.0 0.0 0.0
H 3.4549 -2.5171 1.6453 0.0 0.0 0.0
H 2.8868 2.6676 -2.9523 0.0 0.0 0.0
H 0.7389 5.3581 4.7737 0.0 0.0 0.0
H 1.9226 -2.6259 -4.4825 0.0 0.0 0.0
H 1.9710 3.7180 1.8678 0.0 0.0 0.0
H -4.7303 2.7155 1.4175 0.0 0.0 0.0
H -4.9656 0.7936 -0.8476 0.0 0.0 0.0
```
Forces are in eV/Å.

Calculated values
- M (g/mol) = 806.4
- spin multiplicity = 2
- Kohn-Sham gap (alpha / beta) (eV) = 9.047 / 6.321
- relative energy (zero: lowest compared OMol25 entry of this formula, charge and spin) (eV) = 0.103
- charge = +2
- <S²> = 0.7539

These are the Mulliken partial charges, in e, on atoms 1 to 8: atom 1 (Ba): 2.031, atom 2 (Te): 0.801, atom 3 (O): 0.017, atom 4 (O): -0.156, atom 5 (O): -0.146, atom 6 (O): -0.321, atom 7 (N): -0.752, atom 8 (N): 0.267



No. 2
# C16H16N2O3

C16H16N2O3 in the gas phase in a non-equilibrium geometry (wB97M-V/def2-TZVPD, the OMol25 dataset).

Structure (XYZ):
```
37
Properties=species:S:1:pos:R:3:forces:R:3
O 4.3952 1.1386 -2.8041 0.1 0.0 -0.3
O -0.8031 0.5812 3.2900 -0.2 0.0 0.2
O 4.7964 2.1368 -0.9472 0.3 0.2 0.2
N 0.8809 0.3941 1.8467 0.5 0.3 0.4
N 4.2031 1.3221 -1.6211 0.3 0.3 -0.3
C -4.4289 -1.5569 0.8508 0.0 0.0 0.0
C -5.4797 -1.8452 -1.2855 -0.1 -0.1 -0.1
C -2.7485 0.2610 1.2603 0.2 -0.2 0.0
C -3.9032 -0.0700 -0.9466 0.0 0.0 0.0
C -5.3034 -2.2445 0.0285 0.0 -0.1 0.0
C 2.5945 2.3007 0.7028 0.0 0.2 0.0
C -1.3568 -0.3814 1.1602 -0.3 0.2 0.2
C -4.7773 -0.7560 -1.7714 0.0 0.0 -0.1
C -3.7220 -0.4603 0.3738 0.0 0.1 0.0
C 2.1385 -1.6525 -0.9566 0.0 0.1 0.1
C -0.4316 0.2166 2.1975 0.1 -0.1 -0.3
C 1.4302 -1.2661 0.1681 0.1 0.1 0.0
C 3.2146 0.4890 -0.9804 -0.9 -1.0 0.5
C 1.5838 0.0097 0.7017 0.2 -0.3 -0.6
C 2.4883 0.9238 0.1298 0.0 0.0 -0.2
C 3.0311 -0.7755 -1.5345 0.2 0.2 -0.1
H -1.4544 -1.4514 1.3621 0.1 0.0 -0.1
H -2.6786 1.3110 0.9699 0.0 0.0 0.1
H 3.6096 -1.0502 -2.4027 0.0 0.0 0.0
H -3.0726 0.2167 2.3011 0.0 0.1 -0.1
H 0.7661 -1.9639 0.6517 -0.1 -0.1 0.1
H 3.2906 2.3064 1.5423 0.0 0.1 0.1
H -4.9121 -0.4384 -2.7952 0.0 0.0 -0.1
H -4.2969 -1.8680 1.8775 0.0 0.0 0.1
H 1.6213 2.6392 1.0540 0.0 0.0 0.0
H 1.4071 0.9254 2.5310 -0.2 -0.1 0.0
H -6.1643 -2.3795 -1.9275 -0.1 0.0 0.0
H -3.3600 0.7825 -1.3300 0.1 0.1 0.0
H -5.8508 -3.0923 0.4142 0.0 -0.1 0.0
H 2.0057 -2.6413 -1.3652 0.0 -0.1 0.0
H 2.9727 3.0132 -0.0240 -0.1 0.0 0.1
H -0.9505 -0.2532 0.1563 0.0 -0.1 0.0
```
Forces are in eV/Å.

Calculated values
- M (g/mol) = 284.3
- spin multiplicity = 1
- Kohn-Sham gap (eV) = 8.759
- relative energy (zero: lowest compared OMol25 entry of this formula, charge and spin) (eV) = 3.419

These are the Mulliken partial charges, in e, on atoms 1 to 8: atom 1 (O): -0.587, atom 2 (O): -0.652, atom 3 (O): -0.561, atom 4 (N): -0.226, atom 5 (N): 0.905, atom 6 (C): -0.251, atom 7 (C): -0.421, atom 8 (C): -1.250



No. 3
# C16H35N7O4PS

2 unconnected molecules or ions with the total composition C16H35N7O4PS in a non-equilibrium geometry (wB97M-V/def2-TZVPD, the OMol25 dataset).

Structure (XYZ):
```
64
Properties=species:S:1:pos:R:3:forces:R:3
S -2.4589 1.5209 -3.1229 -0.3 -0.3 -0.5
P -1.8231 -1.7020 1.0866 2.6 -6.9 0.7
O 2.5768 5.1110 -1.9010 1.9 0.6 1.5
O -1.4002 -1.8236 2.8124 -3.4 1.9 -3.1
O -3.5390 -1.9718 1.0569 2.5 3.7 0.2
O 2.0631 -6.0879 -2.1459 -0.3 0.0 0.2
N -2.4300 0.3008 -1.8167 0.6 0.3 -0.9
N 0.6580 0.2432 1.9790 0.5 -0.1 1.3
N -1.5800 -2.4770 -2.8992 -5.3 1.0 2.8
N -1.2212 -0.2399 0.3285 0.2 3.9 -2.1
N -0.1255 0.4684 0.8747 3.6 6.2 -2.1
N -0.6083 1.8174 -1.1066 0.8 -5.2 6.1
N -0.9823 -2.9524 0.4051 -1.9 3.7 1.1
C -1.4264 2.5422 4.5810 0.4 0.0 0.1
C -3.4122 -0.8134 -1.9327 -2.1 -1.8 -1.2
C -1.2368 1.7025 3.1469 0.7 1.5 0.3
C 2.0826 -7.0068 -1.0448 0.3 -0.2 -0.2
C 1.4422 2.8378 0.3447 -0.1 -0.4 -0.2
C 0.8033 -6.7874 -0.2671 0.1 0.1 0.6
C 2.5492 6.0843 -0.7844 0.0 0.7 0.2
C 0.3013 1.1249 3.1615 -0.7 -0.6 2.1
C -2.7643 -2.3173 -2.1995 4.3 0.3 -1.9
C -1.4897 0.5733 -0.8866 1.7 1.5 0.8
C 1.6368 5.5913 0.4901 -1.1 0.0 0.1
C 0.2863 1.7024 0.1053 -4.5 -2.4 -2.8
C 3.9512 4.6873 -2.2187 0.4 -1.2 -0.4
C 0.7478 -5.5248 -2.2462 0.2 0.3 -0.2
C 0.6762 4.3105 0.1395 -0.7 -0.8 -0.4
C -0.1504 -6.3455 -1.3468 -0.6 -0.2 -0.3
H 2.2506 5.3538 1.4681 -1.0 0.5 -2.1
H -0.5259 -7.2202 -1.8912 0.0 0.1 0.0
H -4.0324 -0.6243 -2.9407 1.5 -0.1 2.3
H 0.4205 -5.5357 -3.2895 0.1 0.0 0.1
H 2.1287 -8.0206 -1.4564 0.0 0.0 0.1
H 1.6811 0.3824 1.7424 -1.9 -0.6 0.0
H -3.9801 -1.0494 1.0603 0.6 -2.0 0.2
H 0.3833 0.4248 4.1241 -0.2 1.5 -2.1
H -3.2884 -3.2785 -1.7863 0.9 2.1 -0.8
H -0.3995 2.5409 5.1884 -2.3 -0.2 -1.3
H 0.2575 4.3493 -0.9778 1.2 0.0 2.5
H -0.3043 4.2418 0.8162 2.3 0.5 -1.2
H -1.2082 -1.5606 -3.2378 -0.5 -0.6 0.5
H 4.5920 4.5256 -1.2519 -1.2 0.5 -1.7
H 1.9778 2.7516 1.3921 -1.4 0.1 -2.0
H 2.0851 7.0829 -1.2361 1.1 -2.1 1.1
H 0.8034 -4.4842 -1.9082 -0.1 0.1 0.0
H 1.0980 1.9807 3.3383 -1.8 -1.5 -0.6
H -1.6470 3.6880 4.3628 0.2 -2.6 0.5
H 0.9418 -5.9780 0.4593 0.0 -0.1 0.0
H 3.6334 6.2923 -0.3706 -2.1 -0.3 -1.0
H 0.9109 6.4932 0.7612 1.6 -2.0 -0.5
H -1.0082 -5.7815 -0.9717 0.1 0.0 0.0
H -0.3558 -2.5907 -0.3501 -0.8 -0.4 0.7
H 3.8653 3.6254 -2.7397 0.1 2.3 1.0
H -2.2613 2.0439 5.2606 1.8 1.3 -1.5
H -4.2791 -0.8189 -1.1114 2.3 0.1 -1.5
H -2.0673 0.8727 3.0092 1.9 1.7 0.3
H -1.4565 1.2142 -4.0732 -0.7 -0.4 1.5
H -1.3346 2.5282 2.2915 0.1 -2.0 1.6
H 4.4979 5.4137 -2.9563 -1.1 -1.2 1.5
H -2.2466 -1.5754 3.3101 1.6 -0.5 -0.5
H 0.4740 -7.6788 0.2728 0.1 0.1 -0.1
H 2.2908 2.6584 -0.4633 -2.0 0.4 1.5
H 2.9766 -6.8355 -0.4382 0.0 0.0 -0.2
```
Forces are in eV/Å.

Calculated values
- M (g/mol) = 452.5
- spin multiplicity = 1
- Kohn-Sham gap (eV) = 6.785
- relative energy (zero: lowest compared OMol25 entry of this formula, charge and spin) (eV) = 6.203
- charge = +1

These are the Mulliken partial charges, in e, on atoms 1 to 8: atom 1 (S): -0.147, atom 2 (P): 0.430, atom 3 (O): -0.329, atom 4 (O): -0.438, atom 5 (O): -0.476, atom 6 (O): -0.434, atom 7 (N): -0.096, atom 8 (N): -0.716



No. 4
# C3H9N3O2

C3H9N3O2 in the gas phase in a non-equilibrium geometry (wB97M-V/def2-TZVPD, the OMol25 dataset).

Structure (XYZ):
```
17
Properties=species:S:1:pos:R:3:forces:R:3
O -1.2152 -2.0866 -1.0904 -0.3 -0.5 -0.1
O -0.1414 1.7554 -1.0090 -0.3 0.2 -0.3
N 0.0439 2.8341 1.5697 0.0 0.1 -0.2
N -0.6889 1.6477 1.2833 -0.2 0.8 0.0
N -0.4505 -0.2257 0.0946 -0.6 -0.2 0.9
C -0.4769 1.1149 -0.0429 1.1 -0.2 0.9
C 1.1740 -1.8525 -0.7172 -0.3 0.1 -0.2
C -0.1692 -1.1676 -0.9668 0.3 0.1 0.3
H 0.9997 2.5494 1.7768 -0.3 0.1 0.0
H 1.3672 -2.5760 -1.5051 0.0 -0.1 0.0
H 0.0789 3.4338 0.7412 0.0 -0.2 0.1
H -0.6355 -0.4732 1.0890 0.4 -0.3 -1.4
H 1.9715 -1.1150 -0.7083 0.1 0.1 0.0
H 1.1610 -2.3706 0.2418 0.0 0.0 0.1
H -0.1496 -0.5945 -1.8993 0.0 0.0 0.2
H -1.6691 1.8159 1.4788 0.0 0.0 0.0
H -1.1998 -2.6895 -0.3362 0.0 0.0 -0.1
```
Forces are in eV/Å.

Calculated values
- M (g/mol) = 119.1
- spin multiplicity = 1
- Kohn-Sham gap (eV) = 10.490
- relative energy (zero: lowest compared OMol25 entry of this formula, charge and spin) (eV) = 2.271

These are the Mulliken partial charges, in e, on atoms 1 to 8: atom 1 (O): -0.544, atom 2 (O): -0.617, atom 3 (N): -0.619, atom 4 (N): -0.242, atom 5 (N): -0.165, atom 6 (C): 0.495, atom 7 (C): -1.159, atom 8 (C): 0.054